1.
Entry from the Open Molecules 2025 dataset: one molecule with the formula C8H13FN2O2S at a distorted geometry (ωB97M-V/def2-TZVPD).

CARTESIAN COORDINATES (ANGSTROEM)
C (3.681, 0.953, -0.462)
C (2.412, 1.645, -0.012)
C (1.493, 0.431, 0.492)
C (0.090, 0.473, -0.178)
F (-0.240, 1.779, -0.306)
N (0.063, -0.172, -1.451)
C (-0.427, -1.312, -1.650)
C (-0.926, -2.164, -0.489)
C (-1.140, -1.583, 0.722)
C (-1.071, -0.118, 0.743)
S (-2.700, 0.445, 0.071)
N (-3.633, -0.548, 1.192)
O (-3.012, 1.810, 0.256)
O (-2.764, -0.083, -1.253)
H (4.081, 0.285, 0.285)
H (4.401, 1.864, -0.702)
H (3.557, 0.397, -1.427)
H (1.988, 2.246, -0.736)
H (2.730, 2.427, 0.827)
H (1.184, 0.573, 1.532)
H (2.045, -0.505, 0.195)
H (-0.409, -1.845, -2.624)
H (-1.101, -3.169, -0.683)
H (-1.504, -2.131, 1.545)
H (-0.772, 0.150, 1.756)
H (-4.568, -0.326, 1.219)
H (-3.458, -1.526, 1.138)

Results
ΔE to the lowest compared entry with this formula, charge and spin: 16.8 kcal per mole
HOMO energy: -0.351 Ha
largest force on an atom: 4.18 eV Å⁻¹
LUMO: -0.005 hartree
SMILES string: CCC[C@@]1(F)N=CC=C[C@@H]1S(N)(=O)=O
orbital gap: 9.392 eV
net charge: 0

---

2.
Entry from the Open Molecules 2025 dataset: one molecule with the formula C8H13IN2O at a distorted geometry (ωB97M-V/def2-TZVPD).

CARTESIAN COORDINATES (ANGSTROEM)
C (1.071, 0.575, -3.225)
C (0.606, -0.685, -2.510)
C (0.801, -0.467, -1.078)
C (-0.158, 0.000, -0.260)
C (0.070, -0.244, 1.155)
C (-1.063, -0.518, 2.136)
C (-1.724, 0.793, 2.612)
N (1.277, -0.441, 1.634)
C (2.355, -0.214, 0.694)
O (3.546, -0.534, 1.236)
N (2.084, -0.836, -0.641)
I (2.913, -2.670, -0.960)
H (0.497, 1.406, -2.785)
H (1.167, 0.490, -4.270)
H (2.098, 0.738, -2.986)
H (1.151, -1.582, -2.911)
H (-0.431, -0.900, -2.907)
H (-1.032, 0.402, -0.673)
H (-1.784, -1.066, 1.601)
H (-0.613, -1.095, 3.044)
H (-1.160, 1.436, 3.176)
H (-2.589, 0.559, 3.154)
H (-1.938, 1.405, 1.705)
H (2.267, 0.840, 0.448)
H (3.363, -1.383, 1.803)

Results
ΔE to the lowest compared entry with this formula, charge and spin: 0.0 kcal per mole
HOMO energy: -0.307 Ha
largest force on an atom: 3.38 eV Å⁻¹
LUMO: -0.011 hartree
SMILES string: CCC1=CC(CC)=N[C@@H](O)N1I
orbital gap: 8.069 eV
net charge: 0

---

- What is the formula in the second record?
  C8H13IN2O